The following is a DFT calculation (the ωB97M-V functional and the def2-TZVPD basis) of C5H6O in the gas phase.

Each line ends with the Mulliken charge.
Cartesian coordinates (Å):
C  0.568400  1.708065  -0.050618  -0.780
C  -0.426699  0.822944  -0.005805  0.324
C  -0.735382  -0.185878  -1.035754  -0.384
C  -0.450329  -1.347840  -0.437253  -0.330
C  0.054921  -0.970265  0.928237  -0.439
O  -0.633870  0.235203  1.226715  -0.338
H  1.090082  -0.482739  0.700153  0.262
H  0.918036  2.162523  0.868554  0.283
H  0.961280  2.039624  -0.998019  0.285
H  -0.908022  0.029378  -2.081531  0.390
H  -0.386484  -2.336767  -0.873008  0.389
H  -0.051933  -1.674249  1.758329  0.337

Cartesian forces (eV/Å) of the 6 atoms listed first:
-0.61 0.86 -0.38
0.85 0.37 0.04
0.08 -0.26 -0.07
-0.01 0.15 -0.37
0.81 0.22 0.21
-0.69 0.14 0.03

SMILES string: C=C1C=CCO1
LUMO energy, Eh: 0.040
Calculated total energy, eV: -7326.961
F_max, eV/A: 2.03
Molecular weight, g/mol: 82.1
Net charge: 0
Kohn-Sham gap, eV: 10.11
HOMO energy, eV: -9.02